No. 1
Formula: C6H18N4
Source: the OMol25 dataset
Level of theory: ωB97M-V with the def2-TZVPD basis set

The lowest unoccupied orbital energy is -6.34 eV. The calculation puts the HOMO-LUMO gap at 11.4131 eV. For the relative energy (zero: lowest compared OMol25 entry of this formula, charge and spin), the calculation gives 25.6 kcal per mole. The HOMO energy comes out at -17.76 eV.

```
! RIJCOSX wB97M-V def2-TZVPD def2/J DEFGRID3
* xyz 2 1
N -0.291 3.976 -2.861
H -0.590 1.403 0.772
H -0.695 3.753 -3.682
H 2.808 -0.329 -2.175
H -2.116 0.609 1.243
H 0.100 2.987 -2.129
C 1.988 1.450 -1.720
H -1.485 0.291 -0.357
H -0.695 -3.920 1.719
N 2.879 0.555 -1.584
H 1.095 0.501 2.105
H -2.077 -2.586 -0.213
H 1.607 -0.637 1.011
H 0.409 4.739 -3.013
C -2.151 -2.308 0.782
C -1.149 0.477 0.644
H 3.534 0.520 -0.892
H -2.580 -3.154 1.351
H 0.773 -3.297 0.911
N 0.950 2.019 -1.719
H -2.709 -1.422 1.094
H 1.042 -1.133 2.648
N -0.845 -1.923 1.187
H 0.569 -2.901 2.497
H -0.843 4.599 -2.223
C -0.401 -0.700 1.202
C 0.951 -0.511 1.807
C -0.077 -3.058 1.593
*
```

---

No. 2
Formula: C6H18NO3
Source: the OMol25 dataset
Level of theory: ωB97M-V with the def2-TZVPD basis set

The lowest unoccupied orbital energy is 3.95 eV. The calculation puts the HOMO-LUMO gap at 7.7202 eV. For the relative energy (zero: lowest compared OMol25 entry of this formula, charge and spin), the calculation gives 32.3 kcal per mole. The HOMO energy comes out at -3.77 eV.

```
! RIJCOSX wB97M-V def2-TZVPD def2/J DEFGRID3
* xyz -1 1
H -1.441 -2.553 0.882
H -0.740 0.032 0.369
H -1.043 -2.094 -1.460
C -1.026 1.341 -1.967
O 0.454 2.687 1.367
H -2.476 -1.231 1.563
O 1.363 -0.686 0.191
H 2.306 0.435 0.934
H 0.395 -0.575 2.020
H 1.331 2.200 1.438
N -1.344 -0.659 -0.065
C -1.164 -0.138 -2.375
H -2.202 -0.494 -2.481
H 1.304 -0.126 -1.781
C -1.461 -1.505 1.189
H -1.978 1.934 -2.249
H 3.019 1.644 0.280
H -0.625 -0.316 -3.312
C -0.518 -1.134 2.332
C 0.967 -0.931 -1.070
H 0.010 -2.004 2.737
H -0.073 1.894 1.216
C -0.599 -1.104 -1.269
H -0.873 1.513 -0.904
O 2.697 1.353 1.138
H -0.886 -0.477 3.115
H -0.340 1.888 -2.629
H 1.457 -1.826 -1.548
*
```

---

No. 3
Formula: C6H18NO3
Source: the OMol25 dataset
Level of theory: ωB97M-V with the def2-TZVPD basis set

The lowest unoccupied orbital energy is 3.57 eV. The calculation puts the HOMO-LUMO gap at 8.0515 eV. For the relative energy (zero: lowest compared OMol25 entry of this formula, charge and spin), the calculation gives 34.4 kcal per mole. The HOMO energy comes out at -4.49 eV.

```
! RIJCOSX wB97M-V def2-TZVPD def2/J DEFGRID3
* xyz -1 1
C 1.238 -0.516 0.716
H 1.128 2.415 2.635
C -1.915 -1.078 0.716
O -1.624 0.284 -2.600
C 0.985 1.819 -0.020
C 1.727 1.369 2.317
N -0.709 -2.128 0.784
H 0.526 2.801 0.178
C 0.416 -1.597 1.550
H 1.137 -2.405 1.822
H 2.645 1.755 1.966
H 2.327 -0.730 0.904
H 1.999 0.702 3.088
H 0.493 1.519 -0.920
H -1.927 -0.592 1.652
O -1.735 -0.010 -0.154
C 0.827 0.854 1.157
H 1.004 -0.702 -0.333
H -0.197 0.827 1.535
H -2.761 -1.646 0.443
H -1.774 1.176 -2.712
H -0.150 0.264 -3.274
H -0.439 -2.358 -0.142
H 0.155 -1.113 2.540
H 2.085 1.879 -0.364
H -1.659 -0.121 -1.429
H 1.114 0.671 -2.592
O 0.807 0.406 -3.384
*
```

---

No. 4
Formula: C6H18NO4
Source: the OMol25 dataset
Level of theory: ωB97M-V with the def2-TZVPD basis set

The lowest unoccupied orbital energy (spin up / spin down) is 5.84 / 5.76 eV. The calculation puts the HOMO-LUMO gap (spin up / spin down) at 2.0961 / 7.7286 eV. The HOMO energy (spin up / spin down) comes out at 3.74 / -1.97 eV.

```
! RIJCOSX wB97M-V def2-TZVPD def2/J DEFGRID3
* xyz -2 2
H 0.829 2.673 -2.090
C 0.596 2.729 -1.012
H -0.986 -0.153 1.454
O 2.853 -2.163 -2.010
H 2.805 -1.284 -1.606
H -0.643 -2.450 1.593
C -2.959 1.822 -0.064
H -3.809 1.856 -0.731
H -0.493 2.698 -1.000
C 1.362 -0.334 1.180
C -0.906 0.760 0.841
N 1.163 1.725 -0.159
H 1.191 0.216 2.129
O 0.983 -1.659 1.330
H 2.404 -0.308 0.810
H 0.815 3.760 -0.719
H 0.447 -2.319 0.038
H -2.772 2.734 0.494
H -2.267 0.001 -0.742
H -0.815 1.606 1.520
H 0.335 -0.076 -0.757
C -2.149 0.769 0.014
H 2.163 -2.622 -1.498
H 0.504 -3.736 -0.791
H 2.134 1.555 -0.373
O -1.572 -2.723 1.821
H -2.100 -2.752 1.026
C 0.460 0.465 0.189
O 0.425 -2.790 -0.887
*
```

---

No. 5
Formula: C6H18NO4
Source: the OMol25 dataset
Level of theory: ωB97M-V with the def2-TZVPD basis set

The lowest unoccupied orbital energy (spin up / spin down) is 0.26 / -4.40 eV. The calculation puts the HOMO-LUMO gap (spin up / spin down) at 8.6522 / 3.9932 eV. For the relative energy (zero: lowest compared OMol25 entry of this formula, charge and spin), the calculation gives 23.2 kcal per mole. The HOMO energy (spin up / spin down) comes out at -8.39 / -8.39 eV.

```
! RIJCOSX wB97M-V def2-TZVPD def2/J DEFGRID3
* xyz 0 2
H -0.576 2.327 1.880
H -2.653 0.403 -2.778
H 0.044 -1.593 -0.516
H 1.761 -1.945 -0.635
H -2.032 -0.550 -4.099
H 2.466 -0.255 1.804
H -1.020 1.304 -1.241
O 0.259 2.850 1.690
H 0.185 0.339 0.833
H -1.311 1.432 3.201
C 1.103 0.054 0.318
H 0.074 -1.018 -2.908
N 2.339 0.317 0.976
H -1.504 -0.097 2.211
C -2.044 -0.470 -3.010
C 1.107 0.721 -1.117
H 0.123 -2.017 1.629
H -1.287 -1.418 3.097
H 1.841 0.263 -1.778
H -2.540 -1.383 -2.655
H 0.952 2.202 1.845
H 3.090 0.060 0.349
C 1.021 -1.504 0.034
C -0.253 0.661 -1.667
H 1.410 1.738 -0.824
O 1.044 -2.139 1.227
O -1.829 1.215 2.413
C -0.656 -0.349 -2.453
O -1.115 -1.146 2.176
*
```

---

No. 6
Formula: C6H18NO4Pd
Source: the OMol25 dataset
Level of theory: ωB97M-V with the def2-TZVPD basis set

The lowest unoccupied orbital energy (spin up / spin down) is -2.78 / -4.69 eV. The calculation puts the HOMO-LUMO gap (spin up / spin down) at 9.6571 / 7.9105 eV. The HOMO energy (spin up / spin down) comes out at -12.43 / -12.60 eV.

```
! RIJCOSX wB97M-V def2-TZVPD def2/J DEFGRID3
* xyz 1 3
H 2.655 1.703 -0.077
H 2.463 -0.470 -1.300
N 0.622 1.301 -0.741
H 1.164 2.210 1.792
H 3.151 -0.713 0.315
O 1.161 -1.273 0.050
C 1.516 -2.467 0.745
C -2.680 0.624 0.790
C 1.471 1.183 1.594
H -2.834 0.839 -2.452
H -3.491 0.438 1.500
O 0.198 -0.756 -2.980
C -3.293 0.421 -0.570
H 0.866 -1.444 -2.848
H 1.915 -2.232 1.735
O -2.337 0.651 -1.647
H 2.244 -3.055 0.182
Pd -0.570 -0.634 -1.091
H -2.316 1.634 0.991
H 2.350 0.983 2.210
C 1.819 1.023 0.115
H 0.614 -3.061 0.886
H 0.970 1.182 -1.708
H -3.625 -0.622 -0.631
H -1.673 -0.620 1.937
C 2.272 -0.374 -0.228
H -4.162 1.063 -0.703
O -1.627 -0.339 1.019
H 0.465 2.310 -0.798
H 0.691 0.497 1.915
*
```

---

No. 7
Formula: C6H18O5
Source: the OMol25 dataset
Level of theory: ωB97M-V with the def2-TZVPD basis set

The lowest unoccupied orbital energy is 0.43 eV. The calculation puts the HOMO-LUMO gap at 8.6244 eV. For the relative energy (zero: lowest compared OMol25 entry of this formula, charge and spin), the calculation gives 45.5 kcal per mole. The HOMO energy comes out at -8.20 eV. Its SMILES is C/C=C/C=C(/C)O.O.O.O.O.

```
! RIJCOSX wB97M-V def2-TZVPD def2/J DEFGRID3
* xyz 0 1
C 0.238 2.260 0.460
C 2.210 2.229 1.985
H -0.731 -1.885 1.371
H -1.753 1.325 0.462
O 1.574 -2.091 0.957
H -1.939 -0.138 -2.574
H -0.476 -2.900 -0.792
O 1.092 -2.265 -1.802
C -0.933 1.621 -0.195
H 1.891 -2.517 1.758
H 1.509 -2.259 -0.929
H -0.252 2.011 -2.105
O -1.526 -1.414 1.633
O -1.401 -2.636 -0.842
H 2.245 3.264 1.657
H -1.948 -3.346 -1.181
C 0.986 1.625 1.358
H 0.017 -0.090 1.286
C -2.148 0.883 -2.261
H 2.124 2.197 3.073
H 1.897 -1.172 0.970
H 0.397 3.305 0.225
C -1.037 1.540 -1.517
O 0.808 0.313 1.683
H -2.159 -1.452 0.913
H -2.496 1.429 -3.143
H 3.116 1.708 1.682
H -3.046 0.849 -1.626
H 1.742 -2.393 -2.504
*
```

---

No. 8
Formula: C6H18O6
Source: the OMol25 dataset
Level of theory: ωB97M-V with the def2-TZVPD basis set

The lowest unoccupied orbital energy is 0.43 eV. The calculation puts the HOMO-LUMO gap at 10.2354 eV. For the relative energy (zero: lowest compared OMol25 entry of this formula, charge and spin), the calculation gives 70.8 kcal per mole. The HOMO energy comes out at -9.80 eV. Its SMILES is OCCO.OCCO.OCCO.

```
! RIJCOSX wB97M-V def2-TZVPD def2/J DEFGRID3
* xyz 0 1
H 7.386 -5.528 1.628
H 8.388 -9.542 -0.502
O 10.064 -10.109 -1.362
O 13.557 -6.539 4.515
H 8.316 -10.976 -1.389
H 13.990 -6.124 5.264
H 13.577 -5.563 1.382
C 13.353 -6.287 2.165
H 6.487 -4.095 2.193
H 9.314 -9.595 1.945
O 14.062 -7.508 1.897
C 8.948 -10.463 -0.664
H 7.326 -6.154 4.071
H 4.961 -5.800 3.237
H 10.847 -10.034 -0.812
H 4.977 -6.030 1.407
H 9.885 -12.007 0.475
O 6.151 -7.401 2.497
O 9.911 -10.232 1.544
O 7.551 -5.364 3.575
C 6.713 -5.143 2.394
H 12.267 -6.369 2.128
H 13.570 -4.683 3.436
C 9.256 -11.144 0.691
C 13.999 -5.685 3.462
H 14.103 -8.045 2.692
C 5.524 -6.083 2.348
H 8.299 -11.513 1.062
H 5.578 -8.104 2.182
H 15.072 -5.701 3.275
*
```

---

What did the eighth record say?
Formula: C6H18O6
Source: the OMol25 dataset
Level of theory: ωB97M-V with the def2-TZVPD basis set

The lowest unoccupied orbital energy is 0.43 eV. The calculation puts the HOMO-LUMO gap at 10.2354 eV. For the relative energy (zero: lowest compared OMol25 entry of this formula, charge and spin), the calculation gives 70.8 kcal per mole. The HOMO energy comes out at -9.80 eV. Its SMILES is OCCO.OCCO.OCCO.

```
! RIJCOSX wB97M-V def2-TZVPD def2/J DEFGRID3
* xyz 0 1
H 7.386 -5.528 1.628
H 8.388 -9.542 -0.502
O 10.064 -10.109 -1.362
O 13.557 -6.539 4.515
H 8.316 -10.976 -1.389
H 13.990 -6.124 5.264
H 13.577 -5.563 1.382
C 13.353 -6.287 2.165
H 6.487 -4.095 2.193
H 9.314 -9.595 1.945
O 14.062 -7.508 1.897
C 8.948 -10.463 -0.664
H 7.326 -6.154 4.071
H 4.961 -5.800 3.237
H 10.847 -10.034 -0.812
H 4.977 -6.030 1.407
H 9.885 -12.007 0.475
O 6.151 -7.401 2.497
O 9.911 -10.232 1.544
O 7.551 -5.364 3.575
C 6.713 -5.143 2.394
H 12.267 -6.369 2.128
H 13.570 -4.683 3.436
C 9.256 -11.144 0.691
C 13.999 -5.685 3.462
H 14.103 -8.045 2.692
C 5.524 -6.083 2.348
H 8.299 -11.513 1.062
H 5.578 -8.104 2.182
H 15.072 -5.701 3.275
*
```